The following is a quantum chemistry calculation of 3 unconnected molecules or ions with the total composition C35H50Cl2F17INO3S, from OMol25.

## Properties
Total charge ... +1
Frontier orbital gap ... 8.01 eV

Each line ends with the Mulliken charge.
Positions of all 110 atoms, in Å:
I (0.1638, 5.7578, 1.6000)  0.01
Cl (1.9989, -2.9126, -4.0909)  -0.13
Cl (0.3166, -3.7371, -1.5125)  -0.12
S (-4.4562, 3.0490, 2.5626)  -0.24
F (6.4363, 1.1940, -2.3943)  -0.13
F (-8.9717, -1.2753, -1.8711)  -0.20
F (-5.3198, -0.1736, -2.4325)  -0.26
F (7.7190, 2.5959, -3.4422)  -0.29
F (6.3646, -0.3890, -0.6582)  -0.26
F (-7.9780, -3.3214, -3.6652)  -0.26
F (-7.7657, 0.4454, -3.5573)  -0.27
F (-9.8344, -3.2537, -1.5781)  -0.25
F (3.3647, -2.0681, 4.0970)  -0.37
F (6.3560, -1.0105, -3.4878)  -0.24
F (-10.0069, -3.5760, -4.3833)  -0.29
F (4.7619, -1.9460, -2.3355)  -0.04
F (-6.1310, 0.4313, -4.9924)  -0.33
F (6.6084, -2.5066, -0.2670)  -0.33
F (9.9703, 1.4924, -2.3060)  -0.32
F (-6.6399, -1.8944, -2.3621)  -0.27
F (8.8260, 0.0653, -3.4832)  -0.27
O (-9.0216, -1.6150, -4.7349)  -0.40
O (8.2411, -1.4585, -1.3513)  -0.41
O (-5.7060, -1.9738, 1.8758)  -0.58
N (0.6947, -1.0707, -0.2851)  1.47
C (4.2985, 0.0253, 5.0747)  -1.20
C (6.1099, -1.9152, -2.5068)  0.11
C (0.7282, 1.3883, 1.6921)  1.19
C (8.7925, 0.7931, -2.3333)  0.83
C (6.8244, -1.5426, -1.2026)  0.80
C (-1.7834, 0.3047, 1.2387)  -0.32
C (3.0888, -1.7154, 0.3441)  -1.26
C (-7.6791, -1.3187, -5.1270)  -0.73
C (1.1707, -2.4813, 1.8485)  -0.17
C (3.7059, -0.6895, 3.6761)  0.44
C (1.0085, -1.9683, -1.4481)  0.11
C (0.2448, 0.3237, -0.6072)  -1.94
C (-4.3248, -0.4431, 0.4403)  0.15
C (1.7549, -1.6526, -2.6983)  0.11
C (-2.7401, -0.3503, 0.0334)  -0.36
C (2.4752, 0.2521, 3.2063)  -0.84
C (-4.5664, -1.0233, 1.9550)  -0.26
C (0.3332, -2.2673, 3.2177)  -0.41
C (-9.7498, -2.2203, -2.4569)  0.20
C (7.6456, 1.7963, -2.3439)  0.06
C (-0.4967, 1.1579, 0.6391)  1.12
C (-2.7061, 3.5358, 1.9629)  0.64
C (8.8064, -0.1639, -1.1315)  -0.62
C (1.1418, 4.0113, 2.6060)  -0.72
C (0.4795, 3.6319, 4.0383)  -0.78
C (-9.1659, -2.6811, -3.7974)  0.72
C (-2.5921, 3.0122, 0.4291)  -0.54
C (-1.1467, 2.4620, -0.0841)  -0.75
C (1.5392, 2.8080, 1.5893)  -0.93
C (-0.3989, -1.9038, 4.3833)  -0.84
C (2.4198, -0.2032, -2.9687)  -0.89
C (1.9241, 0.2100, 1.6894)  -0.45
C (1.6103, -1.1889, 0.9553)  0.78
C (-5.9681, -1.0829, -3.2095)  0.09
C (-6.8938, -0.3821, -4.1964)  0.94
H (3.4195, 0.2276, 5.8571)  0.29
H (-1.3754, 2.1324, -1.2141)  0.36
H (3.0639, -2.8877, 0.1110)  0.46
H (-0.1859, -1.5539, 0.0870)  0.05
H (2.7097, 2.6384, 1.7845)  0.38
H (2.1690, 4.5464, 2.9197)  0.56
H (-2.3849, -1.4388, -0.2767)  0.26
H (0.1403, 4.6542, 4.5523)  0.34
H (0.5134, -3.2646, 1.2272)  0.38
H (-5.2087, -1.6735, -3.7284)  0.30
H (1.3558, 3.2190, 4.7361)  0.24
H (-2.3749, 0.8110, 2.0943)  0.09
H (2.8439, 0.3756, -2.0503)  0.15
H (-1.2963, -0.6677, 1.7313)  -0.09
H (-6.5576, -1.4312, 1.9109)  0.34
H (-2.6728, 0.2892, -0.9725)  0.02
H (-2.6499, 4.6904, 2.1273)  0.31
H (2.8367, 1.3503, 3.5212)  0.33
H (3.2255, -0.3046, -3.8438)  0.36
H (3.9574, -1.6330, 1.1432)  0.30
H (7.6760, 2.4432, -1.4633)  0.26
H (4.6489, -0.6447, 2.9443)  0.06
H (-1.9825, 2.8947, 2.6162)  -0.77
H (1.5886, 0.0574, 3.9853)  0.24
H (-10.7503, -1.7985, -2.5885)  0.24
H (-0.3649, 2.8376, 4.0537)  0.15
H (-7.7871, -0.7897, -6.0790)  0.43
H (9.8589, -0.3641, -0.9076)  0.43
H (1.1385, 1.0655, -0.8890)  0.07
H (4.9079, 1.0011, 4.8578)  0.32
H (-7.1161, -2.2254, -5.3824)  0.35
H (-4.8094, -0.1487, 2.7249)  0.09
H (2.7948, 0.6690, 1.0061)  0.22
H (-3.6291, -1.6325, 2.3485)  0.07
H (-4.8929, 0.5901, 0.3393)  0.25
H (-2.8249, 3.9667, -0.2543)  0.40
H (-4.8584, -1.1978, -0.3058)  -0.10
H (-1.0847, -1.6774, 5.3320)  0.35
H (8.4186, 0.3041, -0.2178)  0.28
H (2.1251, -3.1367, 2.1504)  0.52
H (-4.2600, 2.1837, 3.6800)  0.13
H (-3.5101, 2.2944, 0.2316)  -0.03
H (1.5700, 0.4954, -3.4330)  0.36
H (5.0120, -0.7538, 5.6253)  0.38
H (3.4618, -1.0688, -0.5547)  -0.35
H (1.5565, 3.2790, 0.4904)  0.46
H (-0.4749, 0.2033, -1.5529)  0.49
H (6.4331, -2.8967, -2.8650)  0.24
H (-0.4648, 3.3990, -0.2169)  0.29
H (0.2092, 1.2035, 2.7543)  0.25

Forces on atoms 1 to 2 (eV/Å):
I 0.384 -0.969 0.453
Cl -0.585 2.362 2.748